Formula: C35H53BeN4OP2
Source: the OMol25 dataset
Level of theory: wB97M-V/def2-TZVPD

Geometry as XYZ:
```
96
Properties=species:S:1:pos:R:3:mulliken_charge:R:1
C -2.186 1.273 1.102 0.251
C -2.963 -0.876 0.215 0.677
C -3.515 1.642 1.176 -0.387
C -4.244 -0.340 0.040 -1.236
C -4.542 0.878 0.611 -0.935
H -3.746 2.574 1.692 0.468
H -4.965 -0.941 -0.505 0.540
H -5.560 1.274 0.591 0.404
N -1.930 -0.060 0.757 0.806
P 0.444 2.542 0.583 1.486
P -0.934 -2.567 0.654 1.705
C -1.129 2.267 1.564 -2.072
H -1.619 3.258 1.561 0.628
H -0.818 2.088 2.612 0.688
C -2.558 -2.185 0.017 -1.691
H -3.277 -2.926 -0.316 0.241
C 0.264 -3.484 -0.549 2.581
C -1.441 -3.582 2.155 1.886
C 0.034 3.687 -0.872 2.256
C 1.520 3.391 1.880 1.781
C 1.513 -2.680 -0.956 -1.492
H 2.133 -2.391 -0.098 0.181
H 2.136 -3.307 -1.623 0.719
H 1.259 -1.778 -1.515 -0.443
C 0.825 -4.770 0.084 -1.861
H 1.506 -4.537 0.918 0.223
H 0.037 -5.452 0.426 0.320
H 1.426 -5.298 -0.675 0.528
C -0.508 -3.809 -1.841 -1.907
H 0.156 -4.388 -2.507 0.482
H -1.411 -4.407 -1.650 0.381
H -0.797 -2.889 -2.374 0.291
C -0.243 -3.976 3.039 -1.748
H 0.333 -3.103 3.374 0.179
H -0.661 -4.472 3.926 0.550
H 0.443 -4.683 2.567 0.325
C -2.370 -2.738 3.050 -1.999
H -1.857 -1.854 3.448 0.236
H -3.294 -2.431 2.551 0.358
H -2.647 -3.363 3.909 0.676
C -2.195 -4.847 1.676 -1.620
H -2.594 -4.781 0.653 0.252
H -1.575 -5.749 1.751 0.443
H -3.045 -5.004 2.354 0.424
C 2.833 3.841 1.230 -1.644
H 3.463 4.281 2.016 0.550
H 3.389 3.008 0.787 0.115
H 2.692 4.607 0.459 0.282
C 1.848 2.394 3.001 -1.772
H 0.956 2.097 3.562 0.287
H 2.349 1.492 2.633 0.152
H 2.529 2.897 3.704 0.689
C 0.825 4.600 2.521 -1.755
H 1.473 4.951 3.337 0.557
H 0.693 5.437 1.832 0.328
H -0.148 4.341 2.953 0.236
C -1.255 3.179 -1.525 -2.252
H -1.479 3.825 -2.384 0.643
H -1.153 2.153 -1.895 0.410
H -2.105 3.230 -0.837 0.295
C 1.201 3.646 -1.863 -1.297
H 1.340 2.664 -2.310 -0.074
H 0.981 4.350 -2.674 0.575
H 2.151 3.954 -1.412 0.204
C -0.162 5.144 -0.441 -1.827
H -0.915 5.255 0.348 0.316
H 0.778 5.626 -0.138 0.345
H -0.529 5.691 -1.322 0.554
Be 1.099 0.615 -0.015 -0.839
C -0.768 -0.769 1.106 -0.618
O 0.267 -0.144 1.471 -1.403
N 0.915 0.429 -1.705 -0.393
C 0.692 0.308 -2.876 1.961
C -0.188 0.013 -3.971 -0.081
C 0.208 0.135 -5.316 -0.579
C -1.515 -0.366 -3.682 -0.300
C -0.705 -0.174 -6.331 -0.555
H 1.216 0.487 -5.559 0.473
C -2.405 -0.695 -4.700 -0.676
H -1.847 -0.384 -2.644 0.472
C -2.015 -0.570 -6.041 -0.494
H -0.414 -0.066 -7.376 0.389
H -3.414 -0.999 -4.434 0.471
H -2.766 -0.717 -6.832 0.393
C 2.787 -1.439 2.299 -1.065
C 3.308 -0.580 1.209 0.184
N 2.676 0.218 0.329 1.734
C 3.653 0.794 -0.489 -0.742
C 4.871 0.368 -0.075 -0.829
N 4.616 -0.488 0.991 0.065
H 3.568 -1.468 3.067 0.649
H 1.867 -1.027 2.713 -0.093
H 2.589 -2.469 1.974 0.306
H 3.372 1.433 -1.311 0.349
H 5.855 0.634 -0.433 0.426
H 5.320 -0.941 1.598 0.305
```

E, hartree: -2356.99302
LUMO level, eV: -3.142
Total charge: +1
HOMO, eV: -6.948
Frontier orbital gap, eV: 3.806